Molecular formula: C5H13NO2
Method: DFT, wB97M-V/def2-TZVPD

Geometry as XYZ:
```
21
Properties=species:S:1:pos:R:3:lowdin_charge:R:1
C -0.8967 0.6795 -0.6768 -0.153
C -1.0934 -0.1618 -1.9476 -0.069
C 0.2990 0.1738 0.0787 -0.471
N 0.1243 -0.6110 1.1616 -0.141
C 1.2888 -1.0371 1.8773 -0.059
C -1.1100 -1.3012 1.5241 -0.033
O 1.4260 0.4775 -0.3039 0.027
H -0.7470 1.7392 -0.8783 0.113
H -1.7968 0.6290 -0.0766 0.091
H -0.1552 -0.5708 -2.3052 0.080
H -1.4743 0.4202 -2.7818 0.073
H -1.8289 -0.9455 -1.7846 0.067
H 2.0677 -0.2863 1.8681 0.087
H 1.7244 -1.9621 1.4871 0.099
H 1.0483 -1.2124 2.9237 0.088
H -1.5114 -0.9045 2.4532 0.094
H -0.9248 -2.3713 1.5502 0.095
H -1.8784 -1.1193 0.7879 0.069
H 2.1212 3.5148 -1.7104 0.030
H 1.7633 2.0794 -1.2956 -0.004
O 1.5539 2.7700 -1.9511 -0.083
```

As for the total energy: -403.55396 Ha. The calculation puts the max |F| at 0.0200 hartree/bohr. The value obtained for the gap between HOMO and LUMO is 10.2676 eV. The structure (SMILES) is CCC(=O)N(C)C.O. Its energy above the lowest of the compared OMol25 structures with the same formula, charge and spin is 59.46 kJ/mol. Its total charge is 0.



Molecular formula: C5H13NO2
Method: DFT, wB97M-V/def2-TZVPD

Geometry as XYZ:
```
21
Properties=species:S:1:pos:R:3:lowdin_charge:R:1
C 2.3652 0.0822 -0.4360 0.007
N 1.1736 -0.5065 0.1313 -0.043
C 1.1436 -0.8563 1.5747 0.042
C -0.1184 1.5747 -0.3940 -0.012
C -0.0931 0.0462 -0.2904 -0.310
C -0.5878 -0.6003 -1.5888 -0.182
O -1.5345 -0.1958 -2.1870 0.139
H 3.2350 -0.5246 -0.1999 0.115
H 2.2333 0.1884 -1.5183 0.121
H 2.5066 1.1571 -0.1721 0.140
H 0.6418 -0.1447 2.1997 0.100
H 2.2081 -0.9851 1.8389 0.114
H 0.6840 -1.8472 1.6400 0.131
H -1.0950 1.9804 -0.6305 0.104
H 0.5870 2.0093 -1.1129 0.094
H 0.1974 2.0264 0.5522 0.098
H -0.8723 -0.1722 0.4913 0.133
H -0.1013 -1.5515 -1.8398 0.141
H -3.0028 0.5387 1.9247 0.076
H -1.6356 0.3980 2.8955 0.041
O -2.1876 0.0798 2.1852 -0.046
```

As for the total energy: -403.19728 Ha. As for the expectation value of S²: 0.755. The calculation puts the max |F| at 0.0669 hartree/bohr. The value obtained for the gap between HOMO and LUMO (spin up / spin down) is 11.0542 / 6.5004 eV. Its energy above the lowest of the compared OMol25 structures with the same formula, charge and spin is 122.13 kJ/mol. Its total charge is +1. Its spin multiplicity is 2.



Molecular formula: C5H13NO2
Method: DFT, wB97M-V/def2-TZVPD

Geometry as XYZ:
```
21
Properties=species:S:1:pos:R:3:lowdin_charge:R:1
O 1.4990 -1.4591 0.9721 0.096
C 0.5687 -2.0134 0.3645 -0.136
C -0.1543 -1.2496 -0.7629 -0.177
C -0.2345 0.3231 -0.4466 -0.334
C -1.0555 0.9728 -1.5288 -0.067
C -0.7457 0.7428 0.9279 -0.072
N -1.4944 -1.9096 -1.1357 0.327
H 0.2572 -3.0613 0.4871 0.142
H 0.3803 -1.4728 -1.7098 0.171
H 0.8490 0.8173 -0.3589 0.205
H -1.2514 1.9431 -1.0224 0.104
H -0.5407 1.0063 -2.5145 0.110
H -1.9606 0.3928 -1.7552 0.070
H -1.4941 0.2027 1.5954 0.121
H -1.1134 1.7487 0.8840 0.078
H 0.0215 0.7994 1.6654 0.066
H -1.8489 -1.5236 -2.0813 0.186
H -2.1477 -1.9691 -0.4199 0.114
H 3.1994 1.1569 1.9966 -0.007
H 4.0350 2.5267 2.5171 0.054
O 3.2309 2.0258 2.3257 -0.049
```

As for the total energy: -403.12146 Ha. As for the expectation value of S²: 0.756. The calculation puts the max |F| at 0.1081 hartree/bohr. The value obtained for the gap between HOMO and LUMO (spin up / spin down) is 9.4462 / 4.4654 eV. Its energy above the lowest of the compared OMol25 structures with the same formula, charge and spin is 321.21 kJ/mol. Its total charge is +1. Its spin multiplicity is 2.



Molecular formula: C5H13NO3
Method: DFT, wB97M-V/def2-TZVPD

Geometry as XYZ:
```
22
Properties=species:S:1:pos:R:3:lowdin_charge:R:1
C -0.4936 1.6092 -1.3822 -0.127
C -1.9119 1.1625 -1.8157 -0.278
O -1.9353 0.0561 -2.6088 -0.063
C 0.5005 0.6297 -1.0346 -0.533
N 0.3823 -0.0241 0.1826 0.030
C 1.2551 -1.1933 0.5082 -0.222
C 0.7270 -2.2555 1.5747 -0.069
O 1.3081 0.2276 -1.8865 0.040
H 0.1248 2.2280 -2.1233 0.154
H -0.5124 2.5193 -0.8290 0.106
H -2.4958 0.8082 -0.8865 0.127
H -2.5460 1.9325 -2.2860 0.125
H -1.1336 -0.5176 -2.5079 0.113
H -0.5030 0.2240 0.7921 0.185
H 1.4432 -1.7750 -0.5136 0.149
H 2.2000 -0.7786 0.8861 0.100
H -0.0491 -2.8162 0.8862 0.110
H 1.4585 -2.8940 1.8420 0.016
H 0.2450 -1.8444 2.4447 0.049
H -0.0413 1.2447 2.9251 -0.028
H 1.2926 0.6205 2.5842 -0.007
O 0.6849 0.8365 3.2483 0.021
```

As for the total energy: -478.71725 Ha. The calculation puts the max |F| at 0.1256 hartree/bohr. The value obtained for the gap between HOMO and LUMO is 10.4806 eV. The structure (SMILES) is CCNC(=O)CCO.O. Its energy above the lowest of the compared OMol25 structures with the same formula, charge and spin is 257.72 kJ/mol. Its total charge is 0.



Molecular formula: C5H13NO3
Method: DFT, wB97M-V/def2-TZVPD

Geometry as XYZ:
```
22
Properties=species:S:1:pos:R:3:lowdin_charge:R:1
C 0.1523 -2.0959 0.3972 -0.011
N 1.0269 -1.3956 -0.5904 0.205
C 0.9805 0.1627 -0.3692 -0.217
C -0.4954 0.6753 -0.2854 -0.078
C -0.6017 2.1949 -0.0672 -0.169
O 0.3611 2.9258 -0.1575 0.081
C 1.8504 0.3317 0.8626 -0.245
O 1.5618 1.3883 1.7080 -0.046
H -1.0031 -2.0017 0.1402 0.159
H 0.4490 -1.7871 1.4456 0.120
H 0.3259 -3.1578 0.1421 0.115
H 0.8035 -1.6139 -1.5151 0.133
H 1.3958 0.6366 -1.1826 0.124
H -0.7931 0.2178 0.7305 0.144
H -1.1498 0.2894 -1.1903 0.148
H -1.5737 2.5811 0.0388 0.126
H 2.9380 0.5061 0.5728 0.159
H 1.9014 -0.6457 1.4939 0.144
H 1.5105 2.2792 1.2641 0.112
H -3.0927 -0.4632 -1.9489 0.038
H -2.9517 -0.4637 -0.3684 0.024
O -3.5961 -0.5642 -1.1210 -0.067
```

As for the total energy: -478.36331 Ha. As for the expectation value of S²: 0.755. The calculation puts the max |F| at 0.1202 hartree/bohr. The value obtained for the gap between HOMO and LUMO (spin up / spin down) is 10.9113 / 5.6502 eV. Its energy above the lowest of the compared OMol25 structures with the same formula, charge and spin is 267.39 kJ/mol. Its total charge is +1. Its spin multiplicity is 2.



Molecular formula: C5H13NO3S
Method: DFT, wB97M-V/def2-TZVPD

Geometry as XYZ:
```
23
Properties=species:S:1:pos:R:3:lowdin_charge:R:1
C -2.0760 1.5172 0.6658 -0.097
C 1.7922 -1.4830 -0.7677 -0.112
C 0.8586 0.2178 2.0544 -0.145
C -1.8358 0.2295 0.0095 -0.003
C 0.3929 -1.1582 -0.4811 -0.340
N 0.1000 0.2293 -0.2743 -0.126
O -0.7667 0.5409 -2.8888 -0.477
O 1.7035 0.7382 -2.6876 -0.461
O 0.6895 0.8957 0.8762 -0.174
S 0.3958 1.2193 -2.3107 0.765
H -1.8573 1.5091 1.7061 0.065
H -1.5086 2.3612 0.3725 0.079
H -3.1253 1.6597 0.6002 0.080
H 2.0397 -1.3102 -1.8947 0.093
H 2.6430 -0.9372 -0.2161 0.112
H 1.9213 -2.5866 -0.6843 0.087
H 1.6111 -0.6875 2.0593 0.124
H -0.0590 -0.0792 2.5218 0.068
H 1.2164 0.9773 2.7903 0.108
H -2.0686 0.0525 -0.9648 0.035
H -2.0216 -0.7342 0.5064 0.110
H 0.1424 -1.7595 0.3357 0.095
H -0.1874 -1.4122 -1.3281 0.112
```

As for the total energy: -876.66468 Ha. As for the expectation value of S²: 2.010. The calculation puts the max |F| at 0.1028 hartree/bohr. The value obtained for the gap between HOMO and LUMO (spin up / spin down) is 6.3783 / 6.9371 eV. Its energy above the lowest of the compared OMol25 structures with the same formula, charge and spin is 375.17 kJ/mol. Its total charge is 0. Its spin multiplicity is 3.



Molecular formula: C5H13NS
Method: DFT, wB97M-V/def2-TZVPD

Geometry as XYZ:
```
20
Properties=species:S:1:pos:R:3:lowdin_charge:R:1
C 0.2551 2.4942 -1.9161 -0.154
N -0.3443 1.5630 -1.0611 -0.079
C -0.1543 0.2069 -1.1824 -0.478
C 0.1958 -0.6048 0.0618 -0.277
C -0.8910 -0.9124 1.0642 -0.556
S -0.0540 -1.3750 2.6240 0.660
C 0.8831 -0.1277 -2.2554 -0.060
H 0.2015 2.4410 -2.9553 0.050
H -0.0217 3.5383 -1.8177 0.084
H 1.3539 2.5179 -1.7596 0.089
H -0.7413 1.8877 -0.2320 0.103
H -1.0312 -0.1423 -1.6398 0.115
H 0.7490 -1.6217 -0.2381 0.149
H 1.0937 -0.1451 0.6002 0.113
H -1.5734 -0.0919 1.3624 0.078
H -1.4397 -1.8169 0.7423 0.072
H -0.5389 -1.0653 3.8791 -0.147
H 0.9711 0.3728 -3.2249 0.083
H 1.7645 0.0802 -1.6836 0.069
H 0.7542 -1.2320 -2.2223 0.087
```

As for the total energy: -651.14984 Ha. The calculation puts the max |F| at 0.0668 hartree/bohr. The value obtained for the gap between HOMO and LUMO is 8.9166 eV. The structure (SMILES) is CN[C@@H](C)CCS. Its energy above the lowest of the compared OMol25 structures with the same formula, charge and spin is 247.12 kJ/mol. Its total charge is 0.



Molecular formula: C5H13NS
Method: DFT, wB97M-V/def2-TZVPD

Geometry as XYZ:
```
20
Properties=species:S:1:pos:R:3:lowdin_charge:R:1
C 0.1686 -0.3848 -1.1630 -0.307
C -0.7288 -0.8971 -2.3504 -0.526
S -1.4321 0.5911 -3.2233 0.660
C -0.4991 0.2410 0.0241 -0.206
N 0.5532 0.5367 1.1272 -0.272
C -0.1909 1.2127 2.2216 -0.128
C 1.5448 -0.3283 1.7063 -0.142
H 0.7317 -1.2064 -0.7777 0.077
H 0.9748 0.2643 -1.6085 0.124
H -1.6303 -1.5023 -2.1592 0.054
H -0.0556 -1.5366 -3.0941 0.110
H -1.4345 -0.1727 -4.2712 -0.189
H -1.2060 1.0989 -0.0457 0.107
H -1.2991 -0.5255 0.4852 0.147
H -0.7299 2.1061 1.8530 0.086
H 0.5437 1.6120 2.9939 0.095
H -0.8069 0.5906 2.7765 0.045
H 2.2235 -0.8847 0.9416 0.101
H 1.0852 -1.1653 2.2851 0.084
H 2.1878 0.3503 2.2786 0.078
```

As for the total energy: -651.16845 Ha. The calculation puts the max |F| at 0.0763 hartree/bohr. The value obtained for the gap between HOMO and LUMO is 9.1672 eV. The structure (SMILES) is CN(C)CCCS. Its energy above the lowest of the compared OMol25 structures with the same formula, charge and spin is 198.24 kJ/mol. Its total charge is 0.



Molecular formula: C5H13NS
Method: DFT, wB97M-V/def2-TZVPD

Geometry as XYZ:
```
20
Properties=species:S:1:pos:R:3:lowdin_charge:R:1
C -2.9941 -1.0640 -0.1665 -0.321
C 2.2171 -0.7910 0.7613 -0.086
C 1.3823 1.2972 -0.6448 -0.044
C -0.0901 -0.6414 -0.0437 -0.263
C 1.0601 0.1264 0.4526 -0.480
N -2.0519 1.2565 0.8694 -0.263
S -1.8798 0.1454 -0.1687 0.771
H -3.9068 -0.8882 0.3313 -0.001
H -3.0759 -1.3448 -1.1202 -0.062
H 2.3521 -1.6380 0.0043 0.106
H 2.0816 -1.3656 1.6507 0.072
H 3.1063 -0.1841 0.6223 0.079
H 1.7778 0.7037 -1.4380 0.059
H 0.3945 1.8626 -0.8820 0.086
H 1.9777 2.1885 -0.3339 0.078
H -0.1225 -1.6896 0.3835 0.119
H -0.1625 -0.6995 -1.1642 0.076
H 0.8204 0.5871 1.3752 0.109
H -1.1867 1.5787 1.0333 -0.088
H -1.6997 0.5603 -1.5217 0.054
```

As for the total energy: -651.02316 Ha. The calculation puts the max |F| at 0.0883 hartree/bohr. The value obtained for the gap between HOMO and LUMO is 8.5771 eV. The structure (SMILES) is C=[S@@H](=N)CC(C)C. Its energy above the lowest of the compared OMol25 structures with the same formula, charge and spin is 579.71 kJ/mol. Its total charge is 0.



Molecular formula: C5H13NS
Method: DFT, wB97M-V/def2-TZVPD

Geometry as XYZ:
```
20
Properties=species:S:1:pos:R:3:lowdin_charge:R:1
C 0.0788 -0.4258 0.4580 -0.293
C -0.9137 -1.3992 -0.0978 -0.602
S -1.5357 -2.6498 1.0859 0.677
C 0.9650 0.3175 -0.4386 -0.298
N 0.7614 1.7039 -0.5983 -0.281
C 1.0407 2.1903 -2.0035 -0.090
C 0.9264 2.7582 0.5436 -0.060
H -0.4164 0.4002 1.0489 0.129
H 0.5966 -1.0298 1.2664 0.099
H -0.4383 -1.8908 -1.0042 0.092
H -1.7396 -0.8315 -0.4736 0.061
H -0.2364 -2.8565 1.4999 -0.123
H 1.9521 0.3780 -0.1784 0.094
H 0.9071 -0.1810 -1.4264 0.113
H 0.8847 1.1934 -2.6034 0.095
H 2.0389 2.5698 -2.2444 0.061
H 0.2247 2.9289 -2.3095 0.087
H 1.7982 3.5144 0.3380 0.092
H 1.1497 2.3195 1.5429 0.069
H -0.0628 3.3093 0.5876 0.078
```

As for the total energy: -651.15136 Ha. The calculation puts the max |F| at 0.0912 hartree/bohr. The value obtained for the gap between HOMO and LUMO is 8.8091 eV. The structure (SMILES) is CN(C)CCCS. Its energy above the lowest of the compared OMol25 structures with the same formula, charge and spin is 243.11 kJ/mol. Its total charge is 0.



Molecular formula: C5H13NS
Method: DFT, wB97M-V/def2-TZVPD

Geometry as XYZ:
```
20
Properties=species:S:1:pos:R:3:lowdin_charge:R:1
C 1.2658 -0.1880 1.6101 -0.273
C 1.4248 -1.6235 1.1301 -0.551
S 2.0452 -1.7354 -0.5761 0.712
C 0.7273 0.8473 0.6443 -0.290
N -0.5193 0.4262 0.0309 -0.115
C -1.2142 1.3536 -0.8576 -0.288
C -2.1740 0.5545 -1.7222 -0.099
H 0.5590 -0.2312 2.4271 0.105
H 2.1245 0.3011 2.0854 0.112
H 0.4398 -2.0890 1.0718 0.065
H 1.9487 -2.1470 1.9243 0.071
H 1.4076 -2.8491 -0.9566 -0.149
H 1.4126 1.0659 -0.1829 0.095
H 0.5280 1.7931 1.1418 0.116
H -0.4054 -0.4825 -0.4003 0.063
H -0.4765 1.8927 -1.4593 0.108
H -1.7639 2.0109 -0.1761 0.110
H -2.6957 -0.1755 -1.1141 0.070
H -1.6368 0.1003 -2.5384 0.068
H -2.9972 1.1758 -2.0823 0.070
```

As for the total energy: -651.22035 Ha. The calculation puts the max |F| at 0.0310 hartree/bohr. The value obtained for the gap between HOMO and LUMO is 9.1539 eV. The structure (SMILES) is CCNCCCS. Its energy above the lowest of the compared OMol25 structures with the same formula, charge and spin is 61.97 kJ/mol. Its total charge is 0.



Molecular formula: C5H13NS
Method: DFT, wB97M-V/def2-TZVPD

Geometry as XYZ:
```
20
Properties=species:S:1:pos:R:3:lowdin_charge:R:1
C 0.6306 -0.1034 1.7518 -0.230
C -0.4717 0.6662 2.4371 -0.533
S -0.1665 2.4819 2.3392 0.727
C 0.6079 0.2904 0.2431 -0.185
N 0.5936 -0.8447 -0.6971 0.172
C 0.3594 -0.4184 -2.0469 -0.222
C -0.6166 -1.2789 -2.8324 -0.043
H 0.3637 -1.1521 1.9043 0.120
H 1.6729 0.0394 2.0174 0.121
H -1.4396 0.4854 1.9743 0.079
H -0.5218 0.5559 3.5119 0.071
H -1.0211 2.9484 3.2585 -0.128
H -0.2455 0.9502 0.0431 0.127
H 1.4891 0.9125 0.0714 0.147
H -0.0940 -1.4367 -0.2149 0.177
H 0.2370 0.6474 -2.2432 0.150
H 1.3910 -0.5468 -2.4639 0.173
H -0.8518 -0.7772 -3.7633 0.092
H -0.3564 -2.3168 -2.9913 0.093
H -1.5600 -1.1028 -2.2991 0.092
```

As for the total energy: -650.88742 Ha. As for the expectation value of S²: 0.754. The calculation puts the max |F| at 0.0940 hartree/bohr. The value obtained for the gap between HOMO and LUMO (spin up / spin down) is 9.6534 / 4.2676 eV. Its energy above the lowest of the compared OMol25 structures with the same formula, charge and spin is 120.32 kJ/mol. Its total charge is +1. Its spin multiplicity is 2.